Density functional theory data (wB97M-V/def2-TZVPD) for a cluster of 2 separate species, C10H19BF2O6P in total in a non-equilibrium geometry.

Cartesian coordinates (Å):
C -1.28 1.04 -2.75
C -0.54 -0.31 -2.49
P 0.17 -0.24 -0.75
C 1.84 0.58 -0.72
C 3.05 -0.31 -1.16
C 0.24 -1.98 0.02
C -0.55 -1.92 1.38
O 0.26 -2.10 2.52
C 1.27 -1.12 2.59
O -0.37 -2.93 -0.87
C 0.34 -4.15 -0.91
H -1.73 1.02 -3.75
H -0.52 1.83 -2.71
H -2.05 1.25 -2.00
H -1.25 -1.14 -2.61
H 0.26 -0.37 -3.26
H 2.08 0.94 0.29
H 1.79 1.48 -1.34
H 3.25 -1.03 -0.34
H 3.95 0.33 -1.20
H 2.89 -0.82 -2.12
H 1.30 -2.24 0.18
H -1.30 -2.73 1.38
H -1.13 -0.99 1.41
H 1.69 -1.13 3.61
H 2.12 -1.36 1.92
H 0.92 -0.10 2.36
H 0.01 -4.86 -0.12
H 0.09 -4.62 -1.87
H 1.43 -4.03 -0.88
B -2.82 4.23 2.15
O -2.17 4.52 0.85
C -1.36 3.52 0.57
O -0.67 3.46 -0.42
C -1.42 2.51 1.66
O -0.79 1.48 1.72
O -2.27 2.93 2.59
F -4.21 4.14 1.99
F -2.50 5.23 3.08

The total energy comes out at -38369.5958 eV. For the HOMO energy, the calculation gives -4.5 eV. Its charge is -1. The value obtained for the frontier orbital gap is 7.266 eV. As for the LUMO energy: 2.73 eV.

natural (NBO) population analysis, charges in e, atoms 1 to 5: C -0.601; C -0.688; P 0.730; C -0.695; C -0.617

Density functional theory data (wB97M-V/def2-TZVPD) for an isolated molecule of C10H19BN2O3 in a non-equilibrium geometry.

Cartesian coordinates (Å):
B 2.18 -1.45 0.44
C 1.98 1.13 0.71
C 0.84 1.73 0.38
C -3.11 -0.83 -1.00
C -2.92 -1.57 0.32
C -1.78 -0.23 -1.43
C -2.31 -0.61 1.34
C -1.19 0.63 -0.31
C 2.50 -0.01 -0.05
C 0.20 2.87 1.10
C 3.64 0.24 -1.00
N 0.85 0.30 -1.47
N 0.11 1.15 -0.69
O -1.08 -0.10 0.90
O 2.57 -2.50 -0.34
O 1.50 -1.60 1.60
H 2.49 1.42 1.62
H -3.49 -1.50 -1.77
H -3.85 -0.03 -0.86
H -3.87 -1.95 0.70
H -2.24 -2.41 0.17
H -1.06 -1.02 -1.65
H -1.90 0.39 -2.32
H -3.01 0.21 1.53
H -2.09 -1.12 2.28
H -1.85 1.50 -0.13
H -0.62 2.51 1.73
H -0.20 3.59 0.39
H 0.93 3.36 1.74
H 3.60 1.24 -1.44
H 3.64 -0.51 -1.79
H 4.58 0.15 -0.46
H 1.49 0.87 -2.02
H 2.28 -3.37 -0.04
H 1.20 -2.49 1.81

The total energy comes out at -20477.1682 eV. For the HOMO energy (alpha / beta), the calculation gives -7.4 / -7.4 eV. The value obtained for the frontier orbital gap (alpha / beta) is 7.817 / 7.816 eV. As for the LUMO energy (alpha / beta): 0.39 / 0.39 eV.

natural (NBO) population analysis, charges in e, atoms 1 to 5: B 1.066; C -0.273; C 0.190; C -0.397; C -0.427

Density functional theory data (wB97M-V/def2-TZVPD) for a structure of composition C10H19Br12O4P in a non-equilibrium geometry.

Cartesian coordinates (Å):
C 17.98 -26.47 -14.31
Br 18.45 -24.73 -15.10
Br 16.17 -26.52 -13.61
Br 19.37 -27.05 -13.00
H 17.99 -27.13 -15.18
C 17.34 -22.91 -22.65
Br 17.82 -21.38 -23.81
Br 18.93 -23.75 -21.85
Br 16.25 -24.32 -23.58
H 16.79 -22.55 -21.78
C 12.93 -23.15 -16.28
Br 13.61 -22.46 -18.04
Br 11.44 -24.43 -16.73
Br 12.33 -21.57 -15.35
H 13.82 -23.57 -15.83
C 11.15 -17.23 -11.72
Br 11.62 -17.06 -9.73
Br 12.35 -15.91 -12.80
Br 9.20 -16.62 -11.93
H 11.27 -18.26 -12.06
C 20.45 -21.31 -11.14
C 20.09 -20.49 -12.36
O 18.73 -20.00 -12.16
P 17.87 -19.17 -13.21
O 16.43 -19.51 -13.03
O 18.36 -17.58 -13.12
C 18.15 -16.79 -11.89
C 19.15 -15.67 -11.64
O 18.39 -19.50 -14.61
C 17.66 -19.08 -15.73
C 18.73 -18.58 -16.66
H 21.45 -21.75 -11.23
H 20.23 -20.90 -10.16
H 19.73 -22.13 -11.09
H 20.70 -19.61 -12.56
H 20.13 -21.15 -13.22
H 17.17 -16.40 -12.16
H 18.16 -17.55 -11.11
H 20.11 -16.12 -11.40
H 19.22 -14.90 -12.40
H 18.81 -15.14 -10.75
H 17.07 -19.94 -16.04
H 16.89 -18.33 -15.55
H 19.70 -19.07 -16.52
H 18.49 -18.54 -17.72
H 18.89 -17.52 -16.45

The total energy comes out at -868666.0133 eV. For the HOMO energy, the calculation gives -10.2 eV. The value obtained for the frontier orbital gap is 9.445 eV. As for the LUMO energy: -0.76 eV.

natural (NBO) population analysis, charges in e, atoms 1 to 5: C -0.471; Br 0.074; Br 0.100; Br 0.075; H 0.223